Version A
# C9H8N2

The molecule C9H8N2 (ωB97M-V/def2-TZVPD, OMol25).

## Properties
Frontier orbital gap: 8.3 eV
HOMO energy: -8.5507 eV
SMILES string: Cc1cccc2nccnc12
Multiplicity: 1

Last column: Löwdin charge in e.
CARTESIAN COORDINATES (ANGSTROEM)
C -0.80 2.36 0.08  -0.04
C -0.07 1.12 0.38  -0.21
C 0.48 1.05 1.70  -0.02
C 1.05 -0.14 2.10  -0.11
C 0.92 -1.25 1.37  -0.03
C 0.31 -1.24 0.09  -0.23
N 0.30 -2.36 -0.58  0.12
C -0.18 -2.27 -1.82  -0.08
C -0.51 -0.99 -2.43  -0.03
N -0.42 0.16 -1.66  0.14
C -0.06 0.03 -0.44  -0.27
H -0.37 2.58 -0.85  0.06
H -0.62 3.23 0.74  0.10
H -1.81 2.05 0.00  0.08
H 0.28 1.99 2.23  0.11
H 1.32 -0.09 3.17  0.12
H 1.39 -2.20 1.67  0.12
H -0.30 -3.22 -2.39  0.11
H -0.92 -0.80 -3.34  0.06

Version B
# C9H8N2

The molecule C9H8N2 (ωB97M-V/def2-TZVPD, OMol25).

## Properties
Frontier orbital gap: 8.0 eV
HOMO energy: -7.9858 eV
SMILES string: Nc1ccc2ccncc2c1
Multiplicity: 1

Last column: Löwdin charge in e.
CARTESIAN COORDINATES (ANGSTROEM)
N -0.78 0.81 3.27  -0.02
C -0.69 0.43 1.92  -0.38
C -1.54 -0.69 1.48  0.00
C -1.33 -1.07 0.12  -0.03
C -0.33 -0.34 -0.66  -0.16
C -0.13 -1.07 -2.00  -0.02
C 0.97 -0.75 -2.83  -0.14
N 1.80 0.16 -2.23  0.05
C 1.52 0.80 -1.03  -0.10
C 0.50 0.68 -0.17  -0.20
C 0.32 1.05 1.22  0.00
H -1.80 0.37 3.61  0.14
H 0.06 1.05 4.02  0.18
H -2.34 -0.93 2.21  0.10
H -1.89 -1.93 -0.48  0.14
H -1.10 -1.51 -2.31  0.09
H 1.09 -1.40 -3.75  0.12
H 2.20 1.57 -0.78  0.10
H 0.98 1.79 1.81  0.14

Here is how they stack up, most stable first: version A, version B.

Version A
# C9H8N2

The molecule C9H8N2 (ωB97M-V/def2-TZVPD, OMol25).

## Properties
Frontier orbital gap: 8.1 eV
HOMO energy: -7.6124 eV
SMILES string: c1ccc(-c2ccc[nH]2)nc1
Multiplicity: 1

Last column: Löwdin charge in e.
CARTESIAN COORDINATES (ANGSTROEM)
C 1.56 -2.81 0.07  -0.07
C 2.09 -1.75 0.70  -0.11
C 1.46 -0.50 0.68  0.00
C 0.21 -0.41 0.03  -0.24
C -0.44 0.77 -0.09  -0.17
C -1.38 1.31 -1.08  0.01
C -1.81 2.56 -0.69  -0.11
C -1.21 2.92 0.49  -0.08
N -0.45 1.84 0.84  0.09
N -0.34 -1.51 -0.63  0.14
C 0.29 -2.62 -0.53  -0.15
H 1.92 -3.78 0.25  0.09
H 3.09 -1.86 1.12  0.11
H 1.60 0.54 1.10  0.13
H -1.62 0.77 -1.95  0.09
H -2.23 3.11 -1.32  0.02
H -1.53 3.85 1.11  0.15
H -0.23 1.71 1.65  0.02
H -0.11 -3.45 -0.93  0.07

Version B
# C9H8N2

A structure of composition C9H8N2 (ωB97M-V/def2-TZVPD, OMol25).

## Properties
Frontier orbital gap: 6.0 eV
HOMO energy: -7.7841 eV
Multiplicity: 1

Last column: Löwdin charge in e.
CARTESIAN COORDINATES (ANGSTROEM)
C 3.46 -0.55 -0.79  -0.48
C -0.59 1.45 2.07  -0.03
C -0.64 2.21 0.91  -0.06
C -0.28 0.07 2.05  0.01
C -0.37 1.68 -0.35  0.03
C -0.03 -0.45 0.82  -0.12
C -0.06 0.33 -0.37  -0.13
C 0.35 -1.71 0.05  -0.02
C 0.31 -0.79 -1.16  -0.18
N 4.59 -0.75 -0.67  -0.23
N 0.47 -1.03 -2.46  0.25
H -0.80 1.92 3.01  0.11
H -0.89 3.26 0.99  0.11
H -0.24 -0.49 2.97  0.12
H -0.39 2.30 -1.23  0.12
H 1.33 -2.12 0.28  0.10
H -0.40 -2.50 0.05  0.12
H 0.89 -1.90 -2.75  0.14
H 0.54 -0.25 -3.10  0.14

Here is how they stack up, most stable first: version A, version B.

Version A
# C26H27IrN3O7P3S2

A structure of composition C26H27IrN3O7P3S2 (ωB97M-V/def2-TZVPD, OMol25).

## Properties
Frontier orbital gap (alpha / beta): 7.3 / 6.4 eV
HOMO energy (alpha / beta): -4.8416 / -5.4794 eV
⟨S²⟩: 0.76
Charge: -1
Multiplicity: 2

Last column: Löwdin charge in e.
CARTESIAN COORDINATES (ANGSTROEM)
Ir -0.63 -1.04 -0.56  0.76
C -2.93 -4.26 1.88  -0.12
C -2.34 -3.02 1.26  -0.77
S -1.45 -3.20 -0.17  0.72
C -2.53 -1.79 1.86  -0.75
C -3.28 -1.67 3.16  -0.12
S -1.89 -0.36 1.22  0.75
H -2.64 -5.14 1.30  0.06
H -4.02 -4.21 1.91  0.08
H -2.57 -4.39 2.90  0.08
H -2.71 -2.15 3.96  0.09
H -4.26 -2.15 3.10  0.08
H -3.41 -0.62 3.43  0.06
C 3.56 -2.70 2.77  -0.07
C 2.78 -1.39 2.83  -0.59
O 3.61 -0.41 3.45  -0.06
P 1.29 -1.53 3.89  0.44
O 1.74 -2.39 5.18  -0.12
O 0.34 -2.57 3.19  -0.14
O 0.78 -0.20 4.27  -0.27
P 2.35 -0.89 1.10  0.36
O 2.07 0.71 1.25  -0.16
O 3.47 -1.09 0.16  -0.28
O 0.99 -1.54 0.84  -0.51
H 3.87 -2.99 3.78  0.08
H 4.44 -2.56 2.14  0.08
H 2.95 -3.49 2.34  0.09
H 3.08 0.40 3.51  0.08
H 1.90 -1.78 5.91  0.08
H 0.35 -2.36 2.22  0.03
H 2.82 1.15 0.83  0.08
C 3.34 2.66 -3.60  -0.08
C 3.39 1.43 -2.96  -0.06
C 2.31 0.99 -2.21  -0.09
C 1.17 1.78 -2.11  -0.33
C 1.13 3.03 -2.74  -0.09
C 2.21 3.47 -3.48  -0.09
P -0.29 1.17 -1.23  0.96
C -0.78 2.54 -0.14  -0.35
C 0.17 3.20 0.63  -0.08
C -0.21 4.20 1.50  -0.07
C -1.55 4.55 1.62  -0.09
C -2.50 3.89 0.87  -0.08
C -2.12 2.89 -0.01  -0.10
C -1.67 0.84 -2.33  -0.39
C -2.37 1.53 -3.32  -0.09
C -3.45 0.90 -3.91  -0.11
C -3.81 -0.39 -3.51  -0.09
C -3.10 -1.07 -2.52  -0.10
C -2.00 -0.46 -1.92  -0.40
H 4.18 3.00 -4.19  0.10
H 4.26 0.80 -3.06  0.11
H 2.36 0.04 -1.71  0.06
H 0.25 3.66 -2.64  0.10
H 2.17 4.43 -3.97  0.10
H 1.21 2.92 0.55  0.09
H 0.54 4.71 2.10  0.10
H -1.85 5.33 2.31  0.10
H -3.55 4.15 0.96  0.10
H -2.87 2.37 -0.60  0.10
H -2.07 2.53 -3.62  0.10
H -4.01 1.39 -4.69  0.09
H -4.65 -0.87 -3.98  0.10
H -3.39 -2.07 -2.24  0.08
N 3.67 -1.44 -5.07  0.07
C 2.77 -1.95 -4.55  -0.42
N 1.75 -2.62 -4.04  0.06
C 1.13 -2.15 -3.02  -0.31
N 0.52 -1.76 -2.11  -0.01

Version B
# C26H27IrN3O7P3S2

A structure of composition C26H27IrN3O7P3S2 (ωB97M-V/def2-TZVPD, OMol25).

## Properties
Frontier orbital gap (alpha / beta): 7.4 / 6.2 eV
HOMO energy (alpha / beta): -4.9536 / -5.3414 eV
⟨S²⟩: 0.76
Charge: -1
Multiplicity: 2

Last column: Löwdin charge in e.
CARTESIAN COORDINATES (ANGSTROEM)
Ir -0.70 -0.65 0.79  0.97
C -2.95 -4.76 1.47  -0.12
C -2.04 -3.64 1.06  -0.75
S -1.38 -2.64 2.25  0.73
C -1.70 -3.45 -0.28  -0.74
C -2.24 -4.34 -1.38  -0.12
S -0.66 -2.23 -0.80  0.75
H -3.07 -4.76 2.56  0.06
H -2.56 -5.73 1.17  0.08
H -3.94 -4.63 1.02  0.09
H -2.63 -5.27 -0.99  0.06
H -1.45 -4.55 -2.10  0.07
H -3.04 -3.82 -1.91  0.09
C -3.90 2.78 1.17  -0.07
C -4.15 1.35 1.65  -0.57
O -5.39 1.35 2.35  -0.05
P -2.83 0.83 2.81  0.50
O -3.33 -0.50 3.49  -0.14
O -2.97 1.88 4.00  -0.09
O -1.41 0.83 2.31  -0.37
P -4.12 0.10 0.24  0.36
O -5.29 -0.94 0.69  -0.14
O -4.46 0.70 -1.06  -0.28
O -2.84 -0.66 0.53  -0.49
H -4.33 3.46 1.90  0.09
H -4.37 2.93 0.20  0.08
H -2.83 2.99 1.08  0.07
H -5.61 0.43 2.54  0.08
H -2.98 -1.32 3.06  -0.02
H -2.15 1.93 4.50  0.10
H -6.06 -0.75 0.13  0.08
C 4.69 -0.26 -4.97  -0.11
C 4.83 0.78 -4.07  -0.09
C 4.11 0.77 -2.88  -0.10
C 3.25 -0.28 -2.57  -0.38
C 3.13 -1.33 -3.49  -0.11
C 3.84 -1.32 -4.68  -0.10
P 2.19 -0.37 -1.06  1.05
C 3.15 0.77 0.01  -0.40
C 4.36 0.29 0.51  -0.12
C 5.10 1.05 1.41  -0.09
C 4.64 2.29 1.83  -0.10
C 3.44 2.77 1.32  -0.09
C 2.70 2.02 0.41  -0.08
C 0.80 0.71 -1.55  -0.43
C 0.86 1.53 -2.67  -0.10
C -0.17 2.41 -2.97  -0.10
C -1.25 2.49 -2.12  -0.08
C -1.33 1.66 -1.01  -0.13
C -0.35 0.72 -0.70  -0.35
H 5.25 -0.25 -5.90  0.09
H 5.49 1.61 -4.29  0.10
H 4.22 1.59 -2.18  0.11
H 2.47 -2.15 -3.26  0.10
H 3.73 -2.14 -5.38  0.10
H 4.71 -0.69 0.21  0.10
H 6.03 0.66 1.81  0.10
H 5.18 2.85 2.57  0.10
H 3.07 3.74 1.65  0.10
H 1.77 2.41 0.03  0.10
H 1.73 1.48 -3.32  0.09
H -0.11 3.04 -3.85  0.09
H -2.06 3.19 -2.32  0.10
H -2.22 1.73 -0.41  0.03
N 3.58 0.70 5.36  0.07
C 2.69 0.24 4.78  -0.42
N 1.63 -0.33 4.25  0.08
C 1.32 -0.50 3.03  -0.34
N 0.93 -0.81 1.97  -0.07

Here is how they stack up, most stable first: version A, version B.

Version A
# C4H7FO2

The molecule C4H7FO2 (ωB97M-V/def2-TZVPD, OMol25).

## Properties
Frontier orbital gap: 11.1 eV
HOMO energy: -10.1434 eV
SMILES string: CC(=O)O[C@H](C)F
Multiplicity: 1

Last column: Löwdin charge in e.
CARTESIAN COORDINATES (ANGSTROEM)
C 2.48 -0.22 0.49  0.01
C 1.27 -0.90 -0.12  -0.60
O 1.28 -1.95 -0.70  0.09
O 0.20 -0.14 0.07  0.01
C -1.28 -0.86 -0.29  -0.25
C -2.26 0.28 -0.34  0.00
F -1.48 -1.71 0.72  0.08
H 3.37 -0.45 -0.09  0.08
H 2.32 0.85 0.56  0.08
H 2.60 -0.63 1.50  0.09
H -1.07 -1.41 -1.20  0.15
H -1.72 1.22 -0.22  0.09
H -2.96 0.18 0.48  0.09
H -2.79 0.29 -1.28  0.08

Version B
# C4H7FO2

A cluster of 2 separate species, C4H7FO2 in total (ωB97M-V/def2-TZVPD, OMol25).

## Properties
Frontier orbital gap: 10.6 eV
HOMO energy: -9.6448 eV
SMILES string: CC(C)=O.O=CF
Multiplicity: 1

Last column: Löwdin charge in e.
CARTESIAN COORDINATES (ANGSTROEM)
C 0.23 0.85 -1.30  -0.04
C 0.44 0.76 0.15  -0.55
C -0.48 1.64 0.96  -0.03
O 1.35 0.21 0.72  0.07
H 0.79 0.05 -1.70  0.07
H -0.91 0.88 -1.61  0.13
H 0.54 1.81 -1.71  0.09
H -0.49 1.31 1.97  0.06
H -1.56 1.61 0.43  0.13
H -0.06 2.59 1.05  0.06
O -0.82 -2.11 0.07  0.12
C 0.01 -2.90 0.34  -0.30
F 0.36 -3.84 -0.54  0.08
H 0.60 -2.87 1.19  0.12

Here is how they stack up, most stable first: version A, version B.